# 1
134
Properties=species:S:1:pos:R:3 method="wB97M-V/def2-TZVPD" orbital_gap_ev=9.16
C 1.642 -0.895 0.567
O 1.227 0.422 0.271
C 0.139 0.438 -0.641
C -1.164 0.105 0.151
N -2.344 0.833 -0.312
C -3.466 0.420 0.496
O -3.763 -0.974 0.450
O -4.187 -1.354 -0.853
H 0.812 -1.587 0.790
H 2.241 -1.355 -0.238
H 2.239 -0.833 1.488
H 0.328 -0.298 -1.441
H 0.040 1.411 -1.144
H -0.933 0.301 1.208
H -1.277 -0.995 0.079
H -2.509 0.704 -1.298
H -3.203 0.625 1.540
H -4.377 0.965 0.204
H -4.416 -2.287 -0.759
C -0.760 -2.183 3.747
Cl 0.633 -1.134 3.445
Cl -0.310 -3.437 4.914
Cl -2.092 -1.222 4.400
Cl -1.270 -2.940 2.228
C 0.636 -7.432 3.108
Cl -0.152 -8.794 2.296
Cl 0.034 -5.912 2.439
Cl 0.283 -7.492 4.843
Cl 2.385 -7.530 2.859
C -1.202 5.801 -1.597
Cl -2.161 4.623 -0.689
Cl 0.522 5.488 -1.338
Cl -1.572 5.668 -3.322
Cl -1.597 7.427 -1.029
C 4.662 1.691 0.737
Cl 6.045 2.808 0.758
Cl 5.083 0.214 -0.140
Cl 4.239 1.265 2.414
Cl 3.293 2.453 -0.068
C -4.549 -0.998 8.082
Cl -5.461 -0.061 9.272
Cl -4.668 -0.200 6.494
Cl -2.848 -1.071 8.562
Cl -5.198 -2.640 8.004
C 9.674 0.076 -0.830
Cl 9.129 -1.134 -2.002
Cl 8.327 1.145 -0.417
Cl 10.250 -0.738 0.633
Cl 10.992 1.026 -1.533
C 1.447 4.746 3.513
Cl 0.240 5.114 2.272
Cl 0.634 4.447 5.060
Cl 2.371 3.306 3.049
Cl 2.561 6.115 3.686
C 0.649 10.672 -0.758
Cl 1.166 9.586 0.540
Cl -1.098 10.548 -0.980
Cl 1.064 12.339 -0.335
Cl 1.472 10.220 -2.258
C -2.030 -5.359 -1.514
Cl -2.744 -6.547 -0.414
Cl -0.307 -5.183 -1.174
Cl -2.248 -5.912 -3.202
Cl -2.811 -3.792 -1.186
C -0.044 -9.258 -2.277
Cl 0.085 -11.017 -2.127
Cl 0.589 -8.507 -0.810
Cl 0.892 -8.710 -3.675
Cl -1.750 -8.815 -2.502
C -8.261 -2.247 4.517
Cl -9.312 -3.074 5.678
Cl -9.186 -1.000 3.668
Cl -6.905 -1.497 5.377
Cl -7.639 -3.421 3.346
C 2.633 15.937 -1.085
Cl 3.506 14.675 -0.203
Cl 1.935 15.252 -2.560
Cl 1.338 16.579 -0.064
Cl 3.751 17.240 -1.511
C -1.581 -13.681 0.839
Cl -0.964 -14.476 2.294
Cl -3.281 -14.111 0.607
Cl -1.437 -11.926 1.022
Cl -0.640 -14.211 -0.565
C 2.692 10.302 4.892
Cl 1.878 8.981 5.741
Cl 4.439 10.164 5.147
Cl 2.328 10.203 3.165
Cl 2.124 11.857 5.519
C -4.755 2.564 -6.856
Cl -4.111 2.055 -5.288
Cl -6.424 1.998 -7.022
Cl -4.720 4.328 -6.964
Cl -3.768 1.870 -8.153
C 4.967 -8.759 -5.446
Cl 3.775 -8.658 -6.755
Cl 4.131 -8.839 -3.889
Cl 5.949 -10.213 -5.667
Cl 6.007 -7.329 -5.485
C -4.297 12.594 -1.846
Cl -4.456 10.817 -1.950
Cl -3.522 13.031 -0.314
Cl -3.307 13.168 -3.194
Cl -5.893 13.353 -1.940
C -1.065 -10.085 -7.243
Cl -1.911 -9.218 -8.533
Cl 0.653 -9.655 -7.265
Cl -1.760 -9.643 -5.678
Cl -1.234 -11.829 -7.494
C 6.650 -13.332 -8.676
Cl 5.552 -12.068 -8.103
Cl 6.303 -13.696 -10.373
Cl 8.322 -12.770 -8.524
Cl 6.428 -14.792 -7.701
C 3.445 4.880 7.952
Cl 2.414 3.933 9.037
Cl 2.535 6.265 7.332
Cl 4.863 5.457 8.840
Cl 3.968 3.865 6.600
C -7.070 11.399 1.777
Cl -6.542 10.292 3.054
Cl -8.821 11.254 1.558
Cl -6.669 13.061 2.234
Cl -6.246 10.993 0.263
C 4.604 -4.475 4.382
Cl 4.581 -6.132 5.005
Cl 2.947 -3.868 4.254
Cl 5.526 -3.443 5.484
Cl 5.364 -4.458 2.783
C -1.866 -1.972 -5.549
Cl -2.732 -1.342 -6.959
Cl -0.164 -1.492 -5.634
Cl -2.594 -1.328 -4.086
Cl -1.991 -3.732 -5.525



# 2
36
Properties=species:S:1:pos:R:3 method="wB97M-V/def2-TZVPD" total_charge=-3 e_above_lowest_ev=2.3960 orbital_gap_ev=5.81
Pb 0.087 0.138 0.228
C -0.647 0.614 4.703
C -0.338 0.449 3.261
O 0.615 -0.215 2.801
O -1.237 0.779 2.389
H -0.965 -0.336 5.132
H -1.554 1.206 4.828
H 0.172 1.066 5.262
C -1.475 2.821 -3.014
C -1.193 1.751 -2.014
O -1.597 1.875 -0.831
O -0.477 0.784 -2.289
H -2.443 3.293 -2.847
H -1.491 2.492 -4.053
H -0.593 3.451 -2.895
C 3.534 3.041 -0.601
C 2.420 2.129 -0.070
O 1.472 2.526 0.615
O 2.453 0.967 -0.418
H 3.478 3.980 -0.052
H 3.416 3.117 -1.682
H 4.560 2.714 -0.429
C -3.527 -1.507 -2.063
C -2.288 -2.077 -1.384
O -1.672 -3.015 -1.920
O -1.988 -1.452 -0.319
H -4.116 -2.272 -2.568
H -3.256 -0.697 -2.740
H -4.157 -0.871 -1.442
C 2.056 -4.202 1.134
C 1.479 -3.379 -0.024
O 1.121 -3.900 -1.074
O 1.309 -2.173 0.129
H 2.288 -3.571 1.991
H 3.093 -4.440 0.899
H 1.462 -5.088 1.358



# 3
16
Properties=species:S:1:pos:R:3 method="wB97M-V/def2-TZVPD" e_above_lowest_ev=1.1447 smiles=CC.CC orbital_gap_ev=12.31
C -1.884 -0.005 1.157
C -1.147 -1.020 2.065
H -2.059 -0.484 0.136
H -2.817 0.065 1.673
H -1.488 1.115 0.877
H -0.222 -1.408 1.677
H -1.040 -0.561 3.047
H -1.736 -1.897 2.302
C 1.180 0.940 -2.105
C 1.846 0.101 -1.071
H 1.521 0.377 -3.089
H 0.098 0.907 -1.993
H 1.542 2.001 -2.176
H 1.703 0.706 -0.241
H 2.918 0.112 -1.293
H 1.585 -0.950 -0.965



# 4
43
Properties=species:S:1:pos:R:3 method="wB97M-V/def2-TZVPD" spin_multiplicity=5 total_charge=+1 e_above_lowest_ev=1.1894 orbital_gap_ev="6.73 / 6.00"
C 1.323 1.676 -1.342
C 0.703 0.857 -0.216
C -0.761 0.354 -0.561
Fe -2.531 0.972 0.256
C -3.366 0.070 -1.078
O -3.874 -0.343 -2.040
C -2.256 2.498 -0.717
O -1.943 3.339 -1.459
C -3.366 -0.209 1.671
C -4.239 0.893 1.334
C -3.534 2.108 1.602
C -2.227 1.770 2.109
C -2.129 0.338 2.159
H 2.426 1.599 -1.372
H 0.909 1.372 -2.318
H 1.056 2.736 -1.215
H 0.641 1.460 0.710
H -0.842 0.355 -1.662
H -0.822 -0.693 -0.238
H -3.636 -1.259 1.661
H -5.279 0.817 1.022
H -3.955 3.108 1.531
H -1.494 2.477 2.495
H -1.312 -0.237 2.597
N -1.486 -4.197 0.580
N -0.650 -3.443 0.361
N 0.162 -2.501 0.284
C 1.175 -2.620 -0.796
C 1.901 -1.281 -0.984
C 3.409 -1.422 -0.956
C 3.940 -0.128 -0.337
C 2.913 0.259 0.713
N 1.572 -0.285 0.151
H 1.901 -3.407 -0.527
H 0.741 -2.924 -1.771
H 1.529 -0.805 -1.892
H 3.649 -2.268 -0.297
H 3.823 -1.646 -1.943
H 4.910 -0.292 0.133
H 4.055 0.669 -1.085
H 3.070 -0.245 1.675
H 2.807 1.332 0.898
H 1.088 -0.855 0.865